{"formula": "C47H42ClInO4P2STe", "method": "ωB97M-V with the def2-TZVPD basis set", "multiplicity": 1, "relative_energy_kcal_mol": 39.1, "e_lumo_ev": -6.67, "e_homo_ev": -11.99, "charge": 2, "gap_ha": 0.1956, "symbols": ["C", "H", "C", "C", "H", "C", "H", "H", "H", "O", "H", "C", "C", "C", "H", "C", "H", "P", "H", "C", "H", "C", "C", "H", "P", "O", "C", "H", "H", "H", "H", "H", "C", "C", "Cl", "C", "H", "H", "C", "C", "C", "H", "H", "C", "H", "H", "H", "O", "H", "H", "C", "H", "C", "C", "C", "C", "C", "H", "C", "Te", "H", "O", "H", "H", "C", "H", "H", "C", "H", "H", "C", "C", "C", "C", "H", "C", "C", "C", "In", "C", "C", "H", "C", "S", "C", "C", "C", "H", "H", "C", "C", "C", "C", "H", "C", "H", "H", "H", "C"], "positions_angstrom": [[-3.052, 3.259, 1.396], [1.785, -0.031, -5.499], [-1.989, -2.014, 0.643], [2.171, -5.208, -2.387], [-0.986, -4.603, -1.336], [1.898, -3.214, -3.723], [-3.394, 3.205, -2.934], [-3.300, -5.327, -0.874], [-4.694, -4.053, 0.718], [3.175, 1.383, 3.185], [1.625, 1.977, -3.294], [0.842, 1.702, 3.842], [-4.413, 3.065, 1.197], [4.957, 1.498, -3.034], [2.496, -0.491, 2.553], [2.200, 1.814, 4.058], [-4.438, -0.272, 0.660], [0.977, -0.776, -2.747], [0.257, -2.051, 3.035], [-1.391, -0.660, 3.086], [4.575, 1.480, 5.624], [1.244, -3.242, -1.417], [1.389, -2.546, -2.612], [0.469, 1.211, 2.958], [-1.395, -0.411, 1.293], [1.089, -2.737, 1.200], [2.287, -4.540, -3.602], [-1.333, -1.161, 6.906], [-0.738, 3.481, -4.664], [0.472, 0.159, -7.579], [2.699, -5.054, -4.460], [-2.666, 4.246, 1.615], [3.782, -0.589, -2.779], [2.563, 1.451, -3.152], [-0.696, 3.563, 7.020], [-3.030, 3.224, -1.911], [5.913, -0.388, -2.692], [-3.066, -1.030, -5.478], [0.724, -0.243, -5.490], [-0.923, 2.578, -4.087], [4.972, 0.128, -2.829], [2.149, 3.425, 7.021], [3.808, -1.654, -2.593], [-0.056, 2.260, 4.745], [-1.120, 2.222, 4.561], [-3.044, 0.683, 3.463], [-1.950, -0.319, -7.566], [1.450, 1.851, 0.865], [2.485, -6.241, -2.309], [5.885, 2.052, -3.056], [-4.896, 1.795, 0.916], [-0.158, 1.843, -4.290], [1.788, 2.950, 6.118], [-1.630, -3.995, -0.715], [-4.032, 0.706, 0.867], [4.176, 2.483, 5.470], [-2.302, -0.192, 5.262], [1.546, -5.058, -0.322], [-2.007, -0.804, -5.477], [-0.920, 3.136, -2.040], [-1.129, 2.340, 1.539], [2.198, 0.010, -0.013], [3.966, 0.170, 1.833], [4.389, 3.078, 6.355], [2.188, 0.819, 0.957], [-3.417, 2.386, -1.342], [-3.281, 4.163, -1.428], [-2.186, 2.178, 1.326], [-5.956, 1.640, 0.759], [-1.767, -1.218, -3.387], [-2.925, -4.412, -0.437], [-1.377, -0.409, -6.652], [3.747, 2.164, -3.201], [2.571, 0.067, -2.951], [-5.094, 3.904, 1.249], [-0.459, -1.530, 3.657], [0.423, 2.878, 5.879], [1.645, -4.561, -1.279], [0.212, 0.832, -0.683], [-2.668, 0.883, 1.089], [-1.276, -0.909, -4.306], [0.260, -2.395, 5.472], [2.970, 0.433, 2.190], [0.541, -2.303, -0.114], [0.091, -0.626, -4.308], [-1.364, -1.037, 5.832], [2.696, 2.429, 5.210], [4.711, 2.911, 4.623], [-1.900, 2.164, -4.320], [-1.162, -2.821, -0.145], [-0.017, -0.136, -6.660], [-0.456, -1.716, 5.028], [-2.315, 0.009, 3.889], [-3.019, 0.326, 5.885], [-3.243, -2.504, 0.997], [-3.853, -1.973, 1.716], [3.734, 3.233, -3.364], [2.009, -2.701, -4.671], [-3.712, -3.690, 0.448]]}